ORCA calculation (the ωB97M-V functional and the def2-TZVPD basis) on a molecular structure, C28H37ClMnN4P2 in a non-equilibrium geometry.

Output
* F_max: 3.4 eV/Å
* gap between HOMO and LUMO (alpha / beta): 5.39 / 8.04 eV
* energy above the lowest of the compared OMol25 structures with the same formula, charge and spin: 27.4 kcal/mol
* ⟨S²⟩: 8.808

ORCA input file:
```
! wB97M-V def2-TZVPD RIJCOSX def2/J DEFGRID3
* xyz 0 6
Mn -0.22115 0.83886 2.16562
C -1.81399 1.70996 -3.51636
C -1.95091 0.39290 -3.33159
C -1.07487 -0.66735 -3.91514
C 0.45776 -0.40674 -4.01399
C 1.12456 0.41037 -2.94104
C 0.94880 1.71985 -2.72765
C 0.55285 2.65134 -3.83725
C -0.83258 2.34206 -4.45518
C 1.27184 1.25956 3.43565
H -2.50837 2.41045 -3.05435
H -2.87624 0.00558 -2.90937
H -1.42133 -0.91005 -4.94334
H -1.24467 -1.58870 -3.32804
H 0.91158 -1.41156 -3.97059
H 0.68635 -0.01319 -5.01861
H 1.95553 -0.10884 -2.43889
H 1.17672 2.18973 -1.76820
H 1.28770 2.59246 -4.66186
H 0.56069 3.69238 -3.47403
H -1.25895 3.30880 -4.77201
H -0.69843 1.72016 -5.35764
H 0.75143 2.09048 3.94750
H 2.21978 1.62893 3.02634
H 1.43056 0.43936 4.14589
P 1.45351 -0.20723 1.12019
P -1.33975 -1.21279 1.42909
N 2.67030 0.93279 0.44938
N 2.64079 -1.38433 1.86800
N -2.23357 0.17794 0.66744
N -2.80676 -2.15454 1.71771
C 0.79093 -1.10624 -0.31020
C -0.52355 -1.87677 -0.06127
C 2.78518 2.28409 0.77424
C 3.96624 2.77717 0.23213
C 4.58429 1.70126 -0.48346
C 3.75564 0.58836 -0.34838
C 3.47074 -1.17946 2.97378
C 4.20201 -2.34575 3.20979
C 3.80730 -3.29303 2.22059
C 2.85869 -2.67807 1.42161
C -1.74178 1.50834 1.03280
C -2.32357 2.40277 0.07720
C -3.15442 1.66036 -0.74969
C -2.96921 0.31274 -0.45608
C -3.98393 -2.25292 0.96805
C -4.93725 -2.93131 1.70860
C -4.32574 -3.32215 2.94505
C -3.01438 -2.83082 2.92710
H 1.56419 -1.76050 -0.74421
H 0.58998 -0.31063 -1.04243
H -1.19975 -1.79312 -0.92707
H -0.33595 -2.94186 0.14136
H 2.02787 2.78422 1.36284
H 4.33375 3.78353 0.34311
H 5.51288 1.73693 -1.03228
H 3.84189 -0.40252 -0.76600
H 3.45041 -0.25241 3.52215
H 4.91882 -2.49776 4.00687
H 4.16203 -4.31282 2.10681
H 2.28579 -3.06199 0.58281
H -1.85751 1.80323 2.09513
H -2.11472 3.46039 0.06273
H -3.80276 2.03016 -1.53544
H -3.34060 -0.53246 -1.03199
H -4.05345 -1.87090 -0.03167
H -5.95288 -3.12365 1.39032
H -4.78321 -3.89528 3.73026
H -2.22226 -2.90362 3.64381
Cl -0.97083 -0.64119 4.88904
C -1.40541 0.68290 3.80161
H -2.44624 0.52004 3.48173
H -1.26842 1.63209 4.33099
*
```

=====

ORCA calculation (the ωB97M-V functional and the def2-TZVPD basis) on 3 unconnected molecules or ions with the total composition C5H11NO.

Output
* F_max: 0.7 eV/Å
* gap between HOMO and LUMO (alpha / beta): 6.64 / 7.36 eV
* energy above the lowest of the compared OMol25 structures with the same formula, charge and spin: 193.0 kcal/mol

ORCA input file:
```
! wB97M-V def2-TZVPD RIJCOSX def2/J DEFGRID3
* xyz 0 1
C 0.08550 0.65220 -0.40746
C 0.63938 1.25181 0.84761
C -2.09503 0.85232 -0.12083
C -0.43660 -0.58138 -0.49349
N 2.59661 -1.18860 -0.04445
C -0.90010 -1.79042 -0.57215
O 1.70328 -0.69993 -1.00072
H 0.17428 1.21619 -1.32796
H 2.97182 -0.41265 0.50666
H 2.10320 -1.80361 0.60652
H 0.21375 2.24011 1.02612
H 1.71750 1.36736 0.72386
H 0.44923 0.61989 1.71330
H -1.98960 1.93162 -0.15606
H -2.69638 0.46401 -0.93530
H -2.36950 0.48406 0.86194
H -1.94976 -2.00756 -0.41841
H -0.21757 -2.59545 -0.80918
*
```